# C37H60N6O7RbS2Si

A molecular structure, C37H60N6O7RbS2Si (ωB97M-V/def2-TZVPD, the Open Molecules 2025 dataset).

Summary:
HOMO-LUMO gap: 0.175 hartree
energy above the lowest of the compared OMol25 structures with the same formula, charge and spin: 27.1 kJ/mol
electronic energy: -92823.4882 eV
spin multiplicity: 1
total charge: -1

```
114
Properties=species:S:1:pos:R:3:forces:R:3:mulliken_charge:R:1
Rb -0.31450 -0.04302 -0.05283 0.643 -0.082 -0.293 1.107
O 1.51937 2.84185 3.53424 0.160 -0.087 -0.050 -0.580
C 0.77303 2.00943 2.78011 -0.099 0.077 0.057 0.319
O 1.24483 1.15290 2.08890 0.035 -0.029 0.082 -0.335
C -0.70058 2.29625 2.95206 -0.001 0.020 0.001 -0.735
O -1.40081 1.61256 1.96464 0.002 0.020 0.050 0.156
C -2.80530 1.59945 2.15680 -0.003 0.056 0.023 -0.592
C -3.46664 0.65829 1.13958 -0.060 -0.068 -0.015 0.257
O -4.60528 0.95166 0.76844 -0.204 0.028 0.024 -0.787
O -2.78202 -0.35166 0.80101 -0.325 -0.210 0.073 -0.473
H 2.44582 2.60762 3.35360 -0.122 0.053 0.038 0.442
H -0.85639 3.38263 2.90597 0.001 -0.037 -0.002 0.359
H -0.98666 1.95859 3.95979 0.013 0.011 -0.018 0.483
H -3.22384 2.60440 2.04511 0.017 -0.025 0.006 0.264
H -3.03964 1.22491 3.16276 0.005 0.020 0.010 0.292
O -0.09339 -2.50697 -1.69540 -0.124 -0.031 -0.042 0.385
C 1.20243 -2.97812 -1.98133 0.050 0.129 0.057 0.020
C 1.78206 -3.53923 -0.70620 0.045 0.029 -0.058 0.341
C 2.54873 -4.69790 -0.71856 0.000 0.018 0.025 -0.920
C 3.08539 -5.15891 0.47137 -0.002 0.003 0.004 -0.407
C 2.83647 -4.45213 1.63599 0.008 0.021 -0.018 -0.955
C 2.05600 -3.30848 1.55491 0.047 -0.030 0.013 -0.198
N 1.53889 -2.85859 0.41425 -0.115 0.000 0.027 0.257
H -0.48398 -2.02948 -2.44294 -0.071 0.057 0.047 -0.095
H 1.84884 -2.16038 -2.32770 -0.009 -0.023 0.014 -0.426
H 1.19111 -3.75865 -2.75142 0.007 0.019 0.011 0.462
H 2.70899 -5.22962 -1.64659 0.007 -0.007 -0.031 0.487
H 3.68384 -6.06052 0.48859 0.014 -0.023 0.004 0.419
H 3.23309 -4.77364 2.58874 0.009 -0.003 0.025 0.491
H 1.81863 -2.72861 2.44002 -0.012 0.009 0.012 0.449
C -2.91307 -5.13104 -1.37718 0.003 -0.026 -0.005 -1.776
C -1.90295 -4.76220 -0.30058 0.002 0.010 0.016 1.122
C -2.41935 -3.59484 0.52673 -0.025 -0.015 0.020 0.449
N -1.45936 -3.17755 1.54734 0.079 0.228 0.028 1.915
C -1.68028 -2.79278 2.80128 0.004 -0.021 0.007 -0.697
S -0.65575 -1.77131 3.63423 -0.031 -0.030 -0.005 -0.326
N -2.81948 -3.28168 3.45057 -0.185 0.020 -0.110 0.239
C -3.42258 -4.52945 3.42554 0.018 -0.064 0.088 -0.073
O -4.54969 -4.67842 3.85606 0.226 0.084 -0.056 -0.660
C -2.60880 -5.69782 2.95385 -0.104 0.155 -0.053 0.499
C -3.28509 -6.75278 2.35311 -0.004 -0.006 -0.027 -0.521
C -2.58278 -7.85689 1.89901 0.016 0.005 0.004 -0.557
C -1.20456 -7.91534 2.06537 -0.005 0.001 0.002 -0.505
C -0.53252 -6.87502 2.69226 -0.045 0.015 0.025 -0.585
C -1.23283 -5.76238 3.13602 0.069 -0.065 -0.031 0.184
H -2.55466 -5.95925 -1.98865 0.012 -0.026 -0.017 0.465
H -3.10486 -4.28233 -2.03554 -0.005 0.040 -0.012 0.242
H -3.86632 -5.43016 -0.93493 -0.025 -0.007 0.006 0.421
H -0.96350 -4.46375 -0.76783 -0.032 -0.007 0.037 -0.397
H -1.69392 -5.61817 0.34243 -0.026 -0.030 0.046 -0.253
H -3.37387 -3.83724 0.99241 0.005 0.004 0.054 0.883
H -2.59896 -2.73174 -0.11880 0.084 -0.183 0.050 -1.040
H -0.59472 -2.79913 1.17189 0.044 -0.100 -0.044 -1.050
H -3.23662 -2.63153 4.10296 0.041 -0.055 -0.063 0.276
H -4.35924 -6.68483 2.24021 0.000 -0.003 0.002 0.468
H -3.10723 -8.66781 1.41044 0.004 -0.007 0.004 0.391
H -0.65334 -8.77419 1.70442 0.008 -0.010 -0.001 0.380
H 0.54027 -6.92025 2.82606 0.011 -0.007 -0.001 0.441
H -0.70299 -4.94876 3.61527 -0.006 -0.003 0.024 0.349
C 2.94395 4.87792 -1.69127 -0.037 -0.044 0.012 -1.893
C 1.82795 3.84800 -1.48688 -0.005 0.011 0.040 2.686
C 1.35231 3.95683 -0.02872 0.008 -0.013 -0.006 -1.869
C 0.62494 4.30479 -2.31842 -0.003 -0.024 -0.008 -2.235
Si 2.20365 1.91222 -1.86267 -0.030 -0.056 -0.086 -1.147
C 2.33460 1.76100 -3.85942 0.036 0.048 -0.004 2.943
C 2.99944 0.43107 -4.23081 -0.021 -0.009 0.031 -2.014
C 0.91085 1.64920 -4.42204 -0.022 -0.008 -0.024 -2.520
C 3.05969 2.86403 -4.63990 -0.031 -0.038 0.047 -1.887
C 4.05842 1.57875 -1.17123 -0.001 -0.028 0.014 2.645
C 4.25196 0.05607 -1.08816 0.011 0.000 -0.022 -2.055
C 5.25722 2.16696 -1.92181 -0.057 -0.013 0.006 -1.888
C 4.15140 2.05812 0.28244 -0.024 -0.016 0.006 -2.036
H 2.57205 5.89237 -1.48335 -0.019 0.029 0.005 0.520
H 3.32625 4.87443 -2.71106 0.023 -0.018 -0.085 0.246
H 3.78708 4.70719 -1.02368 0.075 -0.035 0.056 0.305
H 1.03137 4.98624 0.18766 0.001 0.025 0.005 0.556
H 2.12530 3.69503 0.69133 0.055 -0.021 0.033 0.247
H 0.49897 3.29578 0.14689 -0.030 -0.007 0.002 0.123
H 0.27440 5.28235 -1.95843 -0.012 0.020 0.003 0.541
H -0.20889 3.60280 -2.23362 -0.024 -0.026 0.000 0.270
H 0.86250 4.41705 -3.37436 0.037 -0.002 -0.096 0.411
H 2.54320 -0.40177 -3.68735 -0.006 -0.018 0.011 0.018
H 4.06871 0.41795 -4.02932 0.106 0.024 0.036 0.391
H 2.86724 0.23714 -5.30495 -0.001 -0.008 -0.019 0.543
H 0.38090 0.79220 -4.00095 -0.003 -0.022 0.020 0.261
H 0.95427 1.51216 -5.51345 -0.003 -0.004 -0.010 0.565
H 0.29959 2.52789 -4.22770 -0.021 0.082 0.012 0.157
H 4.08521 3.00883 -4.30203 0.068 0.002 0.042 0.282
H 2.54810 3.82207 -4.56111 -0.044 0.088 0.032 0.306
H 3.09842 2.61240 -5.71047 -0.002 -0.015 -0.031 0.495
H 4.23766 -0.42711 -2.06372 0.003 -0.022 -0.067 0.304
H 3.46458 -0.40119 -0.48393 -0.029 -0.013 0.031 0.236
H 5.21932 -0.17650 -0.61886 0.017 -0.009 0.012 0.514
H 5.35812 1.75426 -2.92414 -0.016 -0.040 -0.108 0.310
H 6.19180 1.93916 -1.38754 0.027 -0.012 0.022 0.495
H 5.19283 3.25058 -2.01707 -0.018 0.067 -0.006 0.271
H 3.31215 1.68303 0.87179 -0.021 -0.004 0.020 0.169
H 4.17394 3.14339 0.36504 -0.002 0.113 -0.013 0.311
H 5.07850 1.67874 0.73712 0.019 -0.002 0.012 0.557
C -1.67227 0.27199 -6.82459 -0.029 -0.006 -0.032 -1.129
C -2.95734 -0.43763 -6.41195 0.029 0.025 0.014 -0.313
C -3.02688 -0.64923 -4.92951 0.021 0.080 -0.142 0.184
N -1.99989 -0.77179 -4.17262 0.003 -0.026 0.062 -0.465
N -2.30472 -0.97691 -2.84890 0.220 -0.176 -0.046 0.261
C -3.58710 -1.03372 -2.63180 -0.170 0.090 0.364 0.054
N -4.14739 -1.29952 -1.42756 0.056 -0.044 -0.149 -0.116
S -4.53421 -0.76547 -4.06628 -0.026 -0.089 -0.050 -0.300
H -1.60177 0.33050 -7.91083 -0.007 0.011 -0.021 0.419
H -0.80127 -0.25490 -6.44243 0.020 -0.017 -0.003 0.276
H -1.63941 1.28213 -6.41846 0.010 0.010 0.023 0.272
H -3.02702 -1.40998 -6.90854 -0.015 -0.013 0.008 0.261
H -3.83342 0.13247 -6.72933 0.011 0.010 -0.018 0.342
H -3.56383 -1.07583 -0.59462 -0.203 0.276 -0.090 0.008
H -5.09818 -0.98746 -1.30869 0.025 0.076 0.087 0.339
```
Forces are in eV/Å.

# C2H6N3O3

A gas-phase ion, C2H6N3O3 (charge +1) in a non-equilibrium geometry (ωB97M-V/def2-TZVPD, the Open Molecules 2025 dataset).

Summary:
structure (SMILES): C/[NH+]=C(/N)O[N+](=O)[O-]
HOMO-LUMO gap: 0.404 hartree
energy above the lowest of the compared OMol25 structures with the same formula, charge and spin: 40.8 kJ/mol
electronic energy: -12772.1052 eV
spin multiplicity: 1
total charge: +1

```
14
Properties=species:S:1:pos:R:3:forces:R:3:mulliken_charge:R:1
C 0.53280 0.91230 0.03730 1.985 -0.066 -0.289 0.613
C -0.01176 -1.40104 0.33000 1.092 0.908 -0.306 -1.132
N 0.19927 2.17189 -0.26630 -0.898 -0.053 0.502 -0.330
N -0.31535 -0.08950 -0.10600 1.097 1.225 -0.451 -0.115
N 2.94082 -0.20099 -0.17656 -1.086 1.084 1.654 1.227
O 2.56135 -0.63797 -1.15637 -0.330 -1.409 -2.820 -0.424
O 3.83778 -0.15776 0.52612 1.956 -0.398 0.505 -0.420
O 1.85009 0.66679 0.54874 -4.137 1.769 -0.714 -0.411
H 0.39654 -2.10460 -0.32055 1.178 -0.488 -1.711 0.303
H -0.89335 -1.79198 0.56880 -3.578 -1.856 1.574 0.446
H 0.56350 -1.23656 1.15753 1.636 -0.567 2.389 0.497
H -0.73226 2.56427 -0.19947 -0.406 -1.030 0.070 0.224
H 0.74664 2.92418 -0.61553 1.700 -0.106 0.195 0.255
H -1.28760 0.00936 -0.32293 -0.210 0.986 -0.596 0.267
```
Forces are in eV/Å.

Among the records above, which one has the highest energy above the lowest of the compared OMol25 structures with the same formula, charge and spin? C2H6N3O3

The lowest energy above the lowest of the compared OMol25 structures with the same formula, charge and spin belongs to which entry? C37H60N6O7RbS2Si

What is the total charge in the first record? -1